Entry 1:
19
Properties=species:S:1:pos:R:3:forces:R:3 method="wB97M-V/def2-TZVPD" homo_energy_ev=-9.051 molar_mass_da=121.14 e_tot_ev=-11950.6365 orbital_gap_ha=0.1837 total_charge=0 de_lowest_ev=9.473
C -0.665 0.681 -2.112 -0.195 1.923 -0.817
N -0.530 1.148 -0.714 3.171 -3.216 0.668
C 0.519 0.528 -0.080 -2.336 0.815 -1.761
C 1.809 0.400 -0.513 2.345 -0.458 -0.574
O 2.287 -1.943 0.477 -0.582 0.462 -0.336
C 0.227 -0.217 1.204 -0.152 1.637 2.393
O -0.893 0.233 1.826 0.801 -0.582 0.538
H -1.123 -0.298 -2.300 0.655 -0.134 0.987
H 0.327 0.797 -2.543 -0.174 -0.275 -0.513
H -1.383 1.340 -2.601 0.283 0.315 -0.108
H -1.392 0.832 -0.186 -1.694 0.490 -0.262
H 0.143 -1.277 0.890 0.491 -0.217 -0.741
H 2.374 1.067 -1.162 -0.771 0.447 -0.147
H 2.457 -0.394 -0.104 -0.524 -0.125 0.413
H 2.842 -2.682 0.710 0.331 -0.465 0.104
H 1.092 -0.164 1.864 -0.055 -0.115 -0.034
H -1.662 -0.104 1.203 -0.783 0.203 0.153
H -3.164 -0.502 -0.244 -0.089 0.156 0.033
O -2.302 -0.192 0.031 -0.722 -0.862 0.004

=====

Entry 2:
89
Properties=species:S:1:pos:R:3:forces:R:3 method="wB97M-V/def2-TZVPD" homo_energy_ev="-10.378 / -10.378" molar_mass_da=1068.15 e_tot_ev=-89580.6246 orbital_gap_ha="0.2070 / 0.2069" total_charge=+1 de_lowest_ev=2.926
W -1.809 0.357 0.165 -0.504 -1.141 -1.715
C -1.604 4.668 0.590 0.061 0.213 0.379
C -1.457 4.826 1.964 -0.017 0.146 -0.507
C -1.570 3.721 2.785 -0.094 -0.552 0.365
C -1.801 2.468 2.230 0.104 0.750 -0.720
N -1.839 2.315 0.881 0.517 1.156 0.458
C -1.768 3.396 0.092 -0.061 -0.251 -0.127
C -2.090 1.242 2.965 -0.156 -0.919 0.524
C -2.264 1.167 4.339 0.151 0.512 -0.321
C -2.681 -0.016 4.917 -0.132 -0.482 -0.144
C -2.943 -1.110 4.102 -0.034 0.210 0.402
C -2.722 -0.987 2.750 -0.060 0.121 -0.288
N -2.273 0.142 2.179 -0.401 -0.282 1.952
H -1.568 5.513 -0.082 0.013 -0.024 -0.019
H -1.268 5.808 2.375 -0.036 -0.023 0.085
H -1.486 3.826 3.857 -0.027 0.029 -0.014
H -1.849 3.212 -0.972 0.058 -0.055 -0.024
H -2.096 2.045 4.946 -0.020 -0.031 0.021
H -2.825 -0.094 5.986 0.023 0.079 0.013
H -3.304 -2.041 4.514 0.005 -0.017 -0.047
H -2.898 -1.810 2.069 0.032 -0.020 0.005
Te -0.397 -3.326 0.100 0.782 -0.012 -0.063
C 1.665 -3.836 -0.232 -0.506 0.129 0.086
C 2.652 -3.419 0.648 0.060 -0.014 -0.006
C 3.976 -3.697 0.330 -0.099 0.067 0.048
N 4.343 -4.356 -0.763 0.178 -0.032 -0.052
C 3.388 -4.783 -1.580 -0.053 0.001 0.007
C 2.034 -4.549 -1.363 -0.053 0.028 -0.005
C -0.126 -1.222 -0.107 -0.549 0.285 0.362
P -0.511 -0.347 -1.675 0.980 -0.313 0.107
C -1.185 -1.694 -2.684 -0.371 0.263 0.065
C -0.444 -2.512 -3.528 0.090 0.093 -0.015
C -1.057 -3.574 -4.175 0.035 -0.043 -0.025
C -2.405 -3.834 -3.986 -0.030 -0.025 0.054
C -3.148 -3.034 -3.130 0.030 -0.057 -0.029
C -2.539 -1.973 -2.483 0.095 0.074 -0.058
C 0.913 0.490 -2.421 -0.241 -0.001 -0.020
C 1.916 -0.151 -3.138 -0.006 -0.091 0.036
C 2.940 0.589 -3.708 0.100 -0.127 -0.023
C 2.974 1.966 -3.561 0.037 0.098 0.053
C 1.990 2.609 -2.823 0.057 -0.014 0.082
C 0.968 1.871 -2.254 0.011 -0.040 -0.085
P 0.453 -0.007 1.085 1.385 -0.592 -0.339
C 1.993 0.869 0.676 -0.461 0.291 0.052
C 2.037 2.207 1.071 -0.052 -0.112 -0.063
C 3.204 2.938 0.931 -0.014 0.038 0.005
C 4.324 2.337 0.375 0.040 0.076 -0.055
C 4.276 1.013 -0.040 0.009 -0.090 -0.031
C 3.114 0.273 0.117 -0.060 -0.046 0.006
C 0.916 -0.800 2.671 -0.159 0.235 0.124
C 2.024 -0.295 3.362 -0.021 -0.023 -0.043
C 2.460 -0.893 4.534 0.039 0.027 0.020
C 1.800 -2.001 5.044 0.023 0.027 -0.034
C 0.677 -2.483 4.390 -0.016 -0.056 0.061
C 0.229 -1.880 3.225 -0.025 0.075 0.030
H 2.411 -2.894 1.562 -0.007 0.058 0.040
H 4.777 -3.368 0.986 -0.023 -0.030 0.003
H 3.719 -5.327 -2.458 -0.038 -0.015 0.009
H 1.291 -4.911 -2.063 0.029 0.027 -0.047
H 0.609 -2.335 -3.690 -0.164 -0.096 -0.055
H -0.476 -4.206 -4.835 0.017 0.029 -0.012
H -2.875 -4.660 -4.501 0.000 0.004 -0.004
H -4.201 -3.230 -2.978 0.005 0.016 0.019
H -3.126 -1.351 -1.820 -0.086 0.036 -0.080
H 1.916 -1.225 -3.252 0.139 0.120 0.057
H 3.718 0.083 -4.265 -0.012 0.010 -0.012
H 3.775 2.538 -4.011 -0.017 -0.006 -0.014
H 2.023 3.682 -2.689 -0.008 -0.005 -0.018
H 0.199 2.358 -1.672 -0.065 0.053 -0.032
H 1.151 2.662 1.507 0.033 0.057 -0.013
H 3.243 3.971 1.254 0.003 -0.005 -0.019
H 5.236 2.909 0.255 0.005 -0.029 0.009
H 5.149 0.547 -0.479 -0.002 0.030 -0.010
H 3.077 -0.763 -0.193 0.017 -0.076 -0.035
H 2.562 0.560 2.980 0.051 -0.043 0.025
H 3.330 -0.495 5.039 -0.011 -0.007 0.008
H 2.163 -2.484 5.942 -0.031 -0.002 0.010
H 0.153 -3.347 4.779 -0.019 0.013 -0.003
H -0.643 -2.283 2.742 0.086 -0.067 -0.071
O -5.579 4.083 -3.278 -0.109 0.033 0.019
C -4.899 3.149 -2.976 -0.074 0.093 -0.125
C -3.708 2.607 -3.763 -0.173 0.049 -0.202
O -3.395 2.888 -4.882 0.076 0.045 0.041
C -3.006 1.649 -2.841 0.739 -0.748 0.337
C -3.810 1.470 -1.696 -0.462 1.062 -0.906
O -3.426 0.692 -0.660 -0.324 0.097 -0.159
C -4.983 2.329 -1.692 0.231 -0.629 0.506
O -5.828 2.419 -0.832 -0.165 0.149 0.148
O -1.886 1.143 -3.078 -0.296 0.240 0.055

=====

Entry 3:
70
Properties=species:S:1:pos:R:3:forces:R:3 method="wB97M-V/def2-TZVPD" homo_energy_ev=-15.910 molar_mass_da=539.31 e_tot_ev=-60490.2294 orbital_gap_ha=0.2090 total_charge=+3 de_lowest_ev=0.000
In -0.530 -1.153 -0.602 1.118 1.044 2.559
P 0.569 0.974 1.007 0.511 0.919 0.497
P -2.692 0.468 -0.645 -1.153 0.490 -0.321
P 2.089 -1.716 -0.922 0.434 -0.301 -0.445
H -1.641 -2.453 -1.976 0.103 0.099 -0.312
C -1.481 -1.911 -2.947 -0.502 -0.488 -1.147
C -0.365 -0.890 -3.089 0.999 0.750 -1.874
H -0.535 0.059 -2.537 0.122 -0.209 -0.020
C 1.268 2.471 0.198 -0.114 -0.122 -0.282
C -0.551 1.748 2.235 -0.394 -0.237 0.026
C 1.955 0.555 2.134 0.053 -0.487 0.019
C -4.039 0.112 -1.827 0.124 -0.595 -0.243
C -3.579 0.604 0.944 0.171 -0.311 0.512
C -2.286 2.176 -1.151 0.734 0.006 -0.035
C 2.448 -3.011 -2.163 -0.444 -0.299 -0.094
C 3.029 -2.219 0.550 -0.267 -0.199 0.521
C 2.950 -0.243 -1.597 -0.318 0.286 -0.015
H -1.273 -2.728 -3.653 -0.136 0.093 0.231
H 0.623 -1.335 -2.850 -0.651 0.378 -0.082
H 1.312 3.289 0.932 0.039 -0.247 -0.217
H 0.640 2.780 -0.648 0.259 0.064 0.175
H 2.280 2.259 -0.169 -0.304 0.137 0.073
H 0.061 2.311 2.955 -0.252 -0.132 -0.300
H -1.102 0.964 2.773 0.070 0.295 -0.030
H -1.263 2.433 1.756 0.200 -0.181 0.186
H 2.916 0.604 1.606 -0.273 -0.038 0.179
H 1.813 -0.454 2.545 0.156 0.289 -0.028
H 1.972 1.275 2.965 0.048 -0.190 -0.321
H -4.901 0.757 -1.595 0.385 -0.149 0.003
H -4.351 -0.939 -1.737 -0.065 0.281 -0.076
H -3.708 0.306 -2.860 -0.059 -0.031 0.284
H -4.648 0.771 0.747 0.345 0.045 -0.051
H -3.191 1.430 1.553 -0.129 -0.231 -0.229
H -3.474 -0.332 1.514 -0.103 0.535 -0.206
H -3.184 2.809 -1.075 0.171 -0.347 0.048
H -1.959 2.166 -2.203 -0.140 0.017 0.245
H -1.487 2.615 -0.539 -0.327 -0.086 -0.161
H 3.457 -3.415 -1.983 -0.324 0.219 -0.103
H 2.394 -2.609 -3.186 0.047 -0.122 0.349
H 1.717 -3.828 -2.065 0.334 0.133 -0.067
H 3.709 -3.040 0.275 -0.206 0.302 0.104
H 2.327 -2.578 1.316 0.322 0.025 -0.157
H 3.609 -1.381 0.959 -0.201 -0.335 -0.199
H 3.614 -0.550 -2.418 -0.147 0.066 0.328
H 3.539 0.249 -0.810 -0.167 -0.155 -0.285
H 2.220 0.479 -1.994 0.287 -0.133 0.051
C -1.194 0.489 -5.237 -1.906 0.522 0.693
C -0.919 0.972 -6.547 1.233 -0.464 -1.504
C 0.038 0.378 -7.331 -1.539 2.148 0.611
C 0.682 -0.791 -6.844 0.503 -1.720 1.583
C 0.457 -1.243 -5.566 1.397 -0.384 -1.471
C -0.086 -0.313 -4.554 -1.264 0.408 0.780
O -2.325 0.805 -4.838 1.411 -1.105 1.699
H -1.738 1.648 -6.769 0.673 0.384 -0.964
H -2.443 -1.463 -3.228 0.249 -0.199 0.187
H 0.254 0.780 -8.316 -0.107 -0.317 -0.036
H 1.346 -1.326 -7.527 -0.465 -0.172 0.262
H 0.816 -2.214 -5.218 0.242 0.270 -0.262
H 0.721 0.446 -4.405 -0.457 -0.203 -0.023
C 0.088 -2.857 4.034 0.362 -0.060 0.416
N -1.226 -2.689 3.430 -0.402 -0.043 -0.781
C -1.439 -2.537 2.121 -0.398 -0.147 0.568
N -2.749 -2.442 1.723 0.575 -0.210 -0.099
O -0.473 -2.437 1.295 -0.584 0.577 -0.654
H 0.714 -1.963 3.903 -0.257 -0.291 -0.054
H 0.602 -3.748 3.652 -0.171 0.285 0.017
H -0.076 -2.993 5.106 0.131 0.022 -0.202
H -2.050 -2.851 4.003 0.437 0.029 -0.030
H -2.957 -2.606 0.741 -0.012 -0.204 0.561
H -3.457 -2.726 2.394 -0.012 0.023 -0.389

=====

Entry 4:
51
Properties=species:S:1:pos:R:3:forces:R:3 method="wB97M-V/def2-TZVPD" homo_energy_ev=-8.913 molar_mass_da=420.98 smiles="CC(C)(C)SCCNC(=O)c1ccc(Cl)c(S(=O)(=O)N2CCOCC2)c1" e_tot_ev=-63397.9392 orbital_gap_ha=0.3335 total_charge=0 de_lowest_ev=1.415
C -3.647 -2.157 -1.526 -0.008 0.104 -0.022
C -3.291 -0.679 -1.605 -0.182 0.182 0.349
C -3.549 -0.145 -3.011 -0.099 0.042 0.233
C -1.845 -0.424 -1.199 -0.132 0.001 -0.069
S -4.450 0.299 -0.526 0.022 -0.168 -0.067
C -4.187 -0.371 1.160 -0.094 0.233 -0.422
C -3.810 0.747 2.131 0.005 -0.199 0.049
N -2.660 1.486 1.664 -0.170 0.254 0.049
C -1.402 1.050 1.908 -0.051 0.345 -0.128
O -1.146 0.137 2.667 0.096 -0.323 0.077
C -0.333 1.786 1.160 0.299 0.081 -0.053
C -0.435 3.127 0.798 -0.007 -0.279 0.068
C 0.579 3.742 0.086 0.308 -0.132 -0.155
C 1.704 3.010 -0.275 -0.266 0.018 0.185
Cl 2.966 3.714 -1.184 0.082 0.713 -0.291
C 1.821 1.680 0.102 0.476 -0.256 -0.147
S 3.302 0.785 -0.409 -0.549 -0.273 0.264
O 4.436 1.425 0.190 -0.112 -0.152 0.241
O 3.257 0.646 -1.834 -0.142 -0.254 -0.006
N 3.020 -0.711 0.286 0.161 0.971 -0.482
C 3.647 -0.915 1.580 0.436 -0.018 0.427
C 5.091 -1.397 1.410 -0.097 0.212 0.189
O 5.152 -2.547 0.594 -0.014 -0.188 0.084
C 4.612 -2.297 -0.684 -0.274 0.011 -0.163
C 3.147 -1.864 -0.585 0.250 -0.325 -0.504
C 0.813 1.073 0.818 -0.238 0.000 0.162
H -3.052 -2.716 -2.246 0.109 -0.100 -0.072
H -3.451 -2.566 -0.537 0.016 -0.055 0.073
H -4.700 -2.304 -1.758 -0.061 -0.040 -0.023
H -3.340 0.921 -3.059 0.047 0.113 -0.057
H -2.910 -0.658 -3.726 0.081 -0.064 -0.064
H -4.588 -0.303 -3.292 -0.093 -0.028 -0.085
H -1.607 0.636 -1.271 0.033 0.072 -0.009
H -1.645 -0.756 -0.183 0.032 -0.057 0.109
H -1.178 -0.968 -1.865 0.123 -0.096 -0.085
H -3.387 -1.105 1.112 0.019 -0.086 0.085
H -5.110 -0.856 1.475 0.088 -0.084 0.062
H -4.643 1.441 2.250 0.049 -0.053 0.071
H -3.552 0.310 3.099 -0.123 0.112 -0.064
H -2.826 2.075 0.863 0.142 -0.100 0.002
H -1.299 3.705 1.090 -0.084 0.054 0.020
H 0.508 4.780 -0.196 0.013 0.107 -0.035
H 3.627 0.033 2.116 0.020 -0.123 0.224
H 3.058 -1.661 2.123 0.010 0.088 -0.014
H 5.521 -1.684 2.371 -0.031 0.101 -0.025
H 5.682 -0.584 0.966 -0.014 -0.111 0.087
H 4.709 -3.229 -1.244 -0.023 0.105 -0.053
H 5.181 -1.501 -1.188 -0.001 -0.100 -0.005
H 2.766 -1.579 -1.564 -0.018 -0.248 -0.014
H 2.540 -2.671 -0.163 0.016 0.069 -0.033
H 0.905 0.040 1.112 -0.048 -0.079 0.037